Entry 1:
Entry from the OMol25 dataset: a molecular structure, C47H49N12O3RuSSe (the ωB97M-V functional and the def2-TZVPD basis).

Each line ends with the Mulliken spin population.
Cartesian coordinates (Å):
Ru1 1.7353 0.6594 -0.0739  3.76
C1 1.7351 -5.0214 0.9729  0.00
N1 2.2490 -3.6722 0.9203  0.00
C2 1.6334 -2.5565 0.5231  0.00
N2 2.4592 -1.5281 0.6577  0.07
C3 3.5957 -2.0822 1.1432  0.01
N3 3.4841 -3.3730 1.3114  0.01
C4 0.2344 -5.0399 1.1268  0.00
C5 -0.5457 -5.9336 0.4015  0.00
C6 -1.9192 -5.9862 0.5914  0.00
C7 -2.5408 -5.1229 1.4726  0.00
C8 -1.7683 -4.2079 2.1819  0.00
C9 -0.3846 -4.1856 2.0262  0.00
C10 -2.3758 -3.2604 3.0824  0.00
N4 -3.6318 -2.9695 3.2517  0.00
N5 -3.6960 -1.9805 4.1407  0.00
C11 -2.4800 -1.6883 4.5015  0.00
O1 -1.5895 -2.4731 3.8467  0.00
C12 -1.9649 -0.6456 5.3580  0.00
C13 -2.7739 0.1807 6.1350  0.00
C14 -2.1892 1.2214 6.8330  0.00
C15 -0.8261 1.4691 6.7380  0.00
C16 -0.0135 0.6216 5.9987  0.00
C17 1.4616 0.8708 5.7744  0.00
N6 1.6245 1.1698 4.3713  0.00
C18 1.7565 0.3418 3.3334  0.02
N7 1.6084 1.0247 2.2056  0.08
C19 1.3895 2.2990 2.6245  0.03
N8 1.3886 2.3992 3.9231  0.01
C20 -0.5882 -0.4399 5.3254  0.00
H1 2.2156 -5.5104 1.8293  0.00
H2 2.0362 -5.5558 0.0646  0.00
H3 0.6185 -2.5051 0.1758  0.00
H4 4.4803 -1.5223 1.3739  0.00
H5 -0.0762 -6.6051 -0.3013  0.00
H6 -2.5035 -6.7153 0.0538  0.00
H7 -3.6048 -5.1423 1.6363  0.00
H8 0.1972 -3.4920 2.6154  0.00
H9 -3.8355 -0.0006 6.1713  0.00
H10 -2.8031 1.8689 7.4369  0.00
H11 -0.3955 2.3240 7.2331  0.00
H12 2.0532 -0.0118 6.0228  0.00
H13 1.8141 1.7288 6.3456  0.00
H14 1.9873 -0.7020 3.4047  0.00
H15 1.2263 3.1260 1.9608  0.00
H16 0.0211 -1.1078 4.7348  0.00
C21 3.0512 8.7385 -2.5824  0.00
C22 2.6208 7.3680 -2.1858  0.00
C23 2.7933 6.9009 -0.8831  0.00
C24 2.4480 5.6039 -0.5500  0.00
C25 1.9306 4.7746 -1.5301  0.02
C26 1.7039 5.2238 -2.8188  0.00
C27 2.0476 6.5233 -3.1388  0.00
S1 1.6848 3.0727 -1.1361  -0.05
O2 1.6112 2.2650 -2.3468  0.05
O3 0.5496 2.8717 -0.2424  0.10
N9 2.9919 2.6155 -0.2856  0.25
C28 3.9800 2.0150 -1.0193  -0.01
C29 5.0621 2.6857 -1.5921  -0.01
C30 5.9493 1.9540 -2.3526  0.00
C31 5.7838 0.5789 -2.4845  0.01
C32 4.7142 -0.0169 -1.8472  0.02
N10 3.8332 0.6869 -1.1482  0.09
H17 3.6003 9.2263 -1.7833  0.00
H18 2.1899 9.3526 -2.8440  0.00
H19 3.6864 8.6852 -3.4649  0.00
H20 3.2045 7.5560 -0.1302  0.00
H21 2.5897 5.2204 0.4485  0.00
H22 1.2753 4.5487 -3.5431  0.00
H23 1.8783 6.8886 -4.1409  0.00
H24 5.1690 3.7485 -1.4417  0.00
H25 6.7743 2.4465 -2.8418  0.00
H26 6.4694 -0.0136 -3.0666  0.00
H27 4.5443 -1.0833 -1.8991  0.00
C33 -2.1560 2.7633 -3.0062  0.00
C34 -3.2066 1.6827 -2.7819  0.01
C35 -3.7290 1.6197 -1.3456  -0.01
C36 -2.7659 0.9386 -0.3633  0.00
N11 -2.5438 -0.4489 -0.7088  -0.01
C37 -1.4436 -0.9679 -1.2927  0.12
Se1 0.0999 0.0472 -1.7752  0.40
N12 -1.6622 -2.2703 -1.5812  -0.01
C38 -0.7719 -3.1498 -2.3029  0.04
C39 -1.1788 -3.2965 -3.7741  0.00
C40 -0.8875 -2.0543 -4.6176  0.02
C41 0.5976 -1.8396 -4.8909  0.00
C42 -2.9342 -2.6034 -1.1673  0.01
C43 -3.6443 -3.7946 -1.2401  0.00
C44 -4.9240 -3.7877 -0.7215  0.00
C45 -5.4729 -2.6437 -0.1342  0.00
C46 -4.7736 -1.4564 -0.0580  0.00
C47 -3.4937 -1.4430 -0.5998  0.00
H28 -1.8302 2.7384 -4.0428  0.00
H29 -1.2796 2.6143 -2.3768  0.00
H30 -2.5663 3.7484 -2.7953  0.00
H31 -2.7928 0.7089 -3.0642  0.00
H32 -4.0486 1.8803 -3.4478  0.00
H33 -4.6818 1.0885 -1.3428  0.00
H34 -3.9166 2.6304 -0.9823  0.00
H35 -3.1866 0.9755 0.6451  0.00
H36 -1.8016 1.4555 -0.3588  0.00
H37 -0.7849 -4.1296 -1.8158  0.00
H38 0.2344 -2.7265 -2.2509  -0.03
H39 -2.2427 -3.5329 -3.8275  0.00
H40 -0.6337 -4.1439 -4.1917  0.00
H41 -1.2946 -1.1627 -4.1277  -0.01
H42 -1.4090 -2.1790 -5.5676  0.00
H43 1.1341 -1.5076 -4.0013  0.00
H44 0.7231 -1.0713 -5.6469  0.00
H45 1.0589 -2.7533 -5.2546  0.00
H46 -3.2181 -4.6769 -1.6893  0.00
H47 -5.5228 -4.6835 -0.7714  0.00
H48 -6.4734 -2.6882 0.2668  0.00
H49 -5.2130 -0.5849 0.3990  0.00

Forces on atoms 1 to 2 (eV/Å):
Ru 1.0 -0.9 1.4
C -0.1 -0.8 0.0

- total charge = +2
- relative energy (zero: lowest compared OMol25 entry of this formula, charge and spin) (kcal per mole) = 19.5
- E_tot (Eh) = -5597.2085
- <S²> = 8.763
- 2S+1 = 6


Entry 2:
Entry from the OMol25 dataset: a molecular structure, C47H49NO8Si2 (the ωB97M-V functional and the def2-TZVPD basis).

Each line ends with the Löwdin charge.
Cartesian coordinates (Å):
C1 5.4658 -5.4530 -0.5486  -0.09
C2 5.1036 -4.8093 -1.9725  -0.53
C3 6.5315 -4.5083 -2.6489  -0.05
C4 4.3246 -5.9316 -2.7602  -0.07
C5 4.2749 -3.5069 -1.6535  -0.13
C6 3.4428 -2.8961 -2.8531  -0.44
C7 4.2197 -2.7889 -4.2240  -0.06
C8 2.0366 -3.5926 -3.1058  -0.05
C9 3.0962 -1.3949 -2.4264  -0.15
C10 3.0964 -0.2554 -3.3574  -0.03
C11 2.7685 1.1170 -2.9104  0.01
C12 2.4270 1.4096 -1.5077  -0.27
O1 2.1711 2.7465 -1.1899  -0.10
C13 3.1652 3.3129 -0.3122  -0.15
C14 4.6065 2.7234 -0.4600  -0.20
O2 5.1427 2.8902 -1.7895  -0.16
C15 6.4252 2.2590 -1.8845  -0.27
C16 6.6220 1.5971 -3.3099  -0.19
Si1 8.2893 0.6681 -3.3876  0.50
O3 9.4098 1.5161 -2.4279  -0.43
Si2 10.6197 0.5142 -1.7364  0.57
O4 8.0152 -0.9630 -2.8542  -0.15
C17 8.5938 -1.8150 -3.7473  -0.42
N1 9.3396 -2.5644 -4.2042  0.18
C18 2.3828 0.2844 -0.5751  0.00
C19 2.7063 -1.0836 -1.0253  -0.01
H1 5.9928 -4.6608 0.0579  0.09
H2 6.2106 -6.2918 -0.6626  0.08
H3 4.5570 -5.8700 -0.0378  0.08
H4 6.5201 -4.8469 -3.7281  0.08
H5 6.6344 -3.3930 -2.6749  0.05
H6 7.3637 -5.0220 -2.0953  0.08
H7 3.4356 -6.2250 -2.1192  0.09
H8 4.9632 -6.8644 -2.7957  0.09
H9 3.9574 -5.6197 -3.7700  0.06
H10 3.5334 -3.7314 -0.8273  0.11
H11 4.9732 -2.7259 -1.2337  0.13
H12 4.7145 -3.7472 -4.5445  0.07
H13 4.9795 -1.9651 -4.1650  0.08
H14 3.4577 -2.5250 -5.0154  0.09
H15 1.6800 -4.2061 -2.2327  0.09
H16 2.1916 -4.3389 -3.9460  0.07
H17 1.2511 -2.8844 -3.4884  0.09
H18 3.3414 -0.3690 -4.4366  0.10
H19 2.7826 1.9430 -3.6669  0.12
H20 3.2402 4.4108 -0.5774  0.13
H21 2.8585 3.3033 0.7790  0.14
H22 5.2762 3.3557 0.2103  0.14
H23 4.7184 1.6700 -0.0741  0.12
H24 6.5689 1.4400 -1.1118  0.13
H25 7.2534 3.0069 -1.7374  0.12
H26 5.7472 0.9280 -3.5675  0.08
H27 6.6928 2.3965 -4.1023  0.09
H28 8.8107 0.6270 -4.7559  0.04
H29 11.6493 1.2896 -1.0400  -0.07
H30 10.0136 -0.4698 -0.8149  -0.05
H31 11.2760 -0.2454 -2.8074  -0.05
H32 2.1199 0.4681 0.4917  0.11
H33 2.6739 -1.9106 -0.2678  0.10
C20 -0.2359 5.4586 0.0159  -0.05
C21 -0.7356 6.4022 0.9098  -0.06
C22 -1.5923 6.0101 1.9285  0.00
C23 -1.9625 4.6738 2.0508  -0.09
C24 -1.4804 3.7317 1.1397  -0.08
C25 -0.6072 4.1266 0.1291  0.00
C26 -1.9048 2.3121 1.2275  -0.28
O5 -1.4829 1.4899 0.4375  0.11
C27 -2.8604 1.9151 2.2919  -0.09
C28 -3.3133 0.5994 2.3534  0.00
C29 -4.1965 0.2152 3.3524  -0.07
C30 -4.6245 1.1415 4.3002  -0.06
C31 -4.1805 2.4542 4.2399  0.00
C32 -3.3051 2.8473 3.2305  -0.08
C33 -2.8647 4.2626 3.1546  -0.28
O6 -3.2413 5.0728 3.9799  0.10
H34 0.4406 5.7647 -0.7742  0.11
H35 -0.4544 7.4446 0.8122  0.11
H36 -1.9746 6.7471 2.6249  0.12
H37 -0.2186 3.3984 -0.5734  0.11
H38 -2.9811 -0.1263 1.6200  0.12
H39 -4.5520 -0.8083 3.3953  0.11
H40 -5.3093 0.8385 5.0841  0.11
H41 -4.5201 3.1725 4.9769  0.12
C34 -7.2994 1.5231 1.8645  -0.05
C35 -8.2688 2.5092 1.7023  -0.05
C36 -9.5711 2.2804 2.1236  0.00
C37 -9.9123 1.0593 2.6985  -0.08
C38 -8.9455 0.0622 2.8388  -0.08
C39 -7.6367 0.3023 2.4305  0.00
C40 -9.3041 -1.2621 3.4044  -0.28
O7 -8.4607 -2.1299 3.5304  0.10
C41 -10.7106 -1.5119 3.8055  -0.08
C42 -11.0762 -2.7671 4.2846  0.00
C43 -12.3860 -3.0068 4.6746  -0.06
C44 -13.3348 -1.9907 4.5965  -0.06
C45 -12.9767 -0.7400 4.1147  0.00
C46 -11.6667 -0.4996 3.7089  -0.08
C47 -11.3032 0.8312 3.1620  -0.28
O8 -12.1322 1.7181 3.0897  0.10
H42 -6.2797 1.7062 1.5434  0.10
H43 -8.0069 3.4581 1.2485  0.11
H44 -10.3211 3.0527 2.0001  0.12
H45 -6.8795 -0.4631 2.5490  0.11
H46 -10.3411 -3.5607 4.3504  0.12
H47 -12.6694 -3.9863 5.0424  0.11
H48 -14.3561 -2.1771 4.9082  0.11
H49 -13.7196 0.0463 4.0513  0.12

Forces on atoms 1 to 2 (eV/Å):
C 0.3 0.3 -0.5
C 1.0 -1.1 1.0

- E_tot (Eh) = -3056.0557
- 2S+1 = 1